1.
Density functional theory data (ωB97M-V with the def2-TZVPD basis set) for C34H57CdN3O2SeSi as an isolated structure.

ORCA input file:
```
! RIJCOSX wB97M-V def2-TZVPD def2/J DEFGRID3
* xyz 0 1
O 1.3135 -1.7938 -2.6664
O 0.8413 -0.3762 -5.0932
C 2.6666 -1.9746 -2.2606
C 2.9736 -3.0277 -1.2173
H 3.0010 -0.9815 -1.9060
H 3.2277 -2.1803 -3.1855
H 2.4798 -2.8027 -0.2631
H 4.0565 -3.0424 -1.0557
H 2.7042 -4.0339 -1.5445
C 0.3563 -2.8440 -2.4599
C 0.2840 -3.7536 -3.6617
H -0.6148 -2.3436 -2.3006
H 0.5678 -3.4024 -1.5288
H 0.1963 -3.1579 -4.5717
H -0.5907 -4.4075 -3.6040
H 1.1811 -4.3779 -3.7114
C -0.3074 0.1512 -5.7800
C 1.9037 -0.8197 -5.9384
C -1.4863 -0.7548 -5.5372
H -0.1005 0.2509 -6.8603
H -0.5027 1.1569 -5.3733
H -1.3000 -1.7446 -5.9626
H -2.3808 -0.3422 -6.0075
H -1.6840 -0.8728 -4.4676
C 1.5001 -1.9073 -6.9014
H 2.6814 -1.1962 -5.2648
H 2.3124 0.0438 -6.4873
H 1.0783 -2.7728 -6.3848
H 2.3924 -2.2418 -7.4341
H 0.7808 -1.5458 -7.6382
H 0.8839 0.3436 -3.4307
N -0.3304 -0.5429 1.1297
C -0.8522 0.2973 2.2041
C -2.1512 0.9533 1.8890
C -2.5490 1.5557 0.7213
C -0.9752 -0.4805 3.5076
H -0.0614 -1.0495 3.7026
H -1.8128 -1.1878 3.4763
H -1.1244 0.2228 4.3334
C -3.8229 2.3713 0.7350
H -4.5352 2.0486 -0.0356
H -3.6094 3.4394 0.5825
H -4.2989 2.2571 1.7111
N -1.8345 1.5171 -0.4127
C -0.2500 -1.9147 1.2674
C 0.9489 -2.5495 1.7323
C 2.1122 -1.7262 2.2153
C 0.9952 -3.9332 1.8062
H 1.9044 -4.4160 2.1821
C -0.1068 -4.7192 1.4503
H -0.0394 -5.8062 1.4988
C -1.2848 -4.1114 1.0309
H -2.1675 -4.7122 0.7772
C -1.3786 -2.7350 0.9579
C -2.6863 -2.1168 0.5920
C -2.1310 2.2655 -1.5700
C -1.5235 3.5369 -1.7524
C -0.8548 4.2389 -0.6083
C -1.5230 4.1118 -3.0184
H -1.0590 5.0952 -3.1413
C -2.1279 3.4678 -4.0960
H -2.1024 3.9284 -5.0849
C -2.7825 2.2464 -3.9090
H -3.3127 1.7690 -4.7386
C -2.7982 1.6426 -2.6556
C -3.4399 0.3047 -2.4456
Cd 0.3530 0.8680 -0.5206
H 3.0536 -2.2817 2.1020
H 1.9957 -1.4810 3.2813
H 2.2020 -0.7784 1.6716
H -2.6197 -1.4400 -0.2687
H -3.0864 -1.5376 1.4362
H -3.4102 -2.9076 0.3538
H -0.2814 5.0892 -1.0037
H -0.1586 3.6039 -0.0319
H -1.5991 4.6410 0.0966
H -4.0330 0.2827 -1.5190
H -2.6840 -0.4971 -2.3701
H -4.1029 0.0497 -3.2823
H -2.8322 1.0675 2.7309
C 1.0976 1.2842 -2.8210
Si 2.2970 2.4714 -3.7008
H 0.1682 1.8628 -2.6398
H 1.7534 0.9964 -1.9514
C 3.8135 1.4063 -3.9781
C 2.6833 3.9031 -2.5619
C 1.5714 3.0769 -5.2964
H 1.9748 4.0756 -5.5185
H 0.4753 3.1609 -5.2662
H 1.8326 2.4229 -6.1409
H 4.3298 1.2161 -3.0288
H 4.5011 1.9061 -4.6676
H 3.5280 0.4385 -4.4073
H 2.9083 3.5674 -1.5395
H 1.8553 4.6222 -2.5129
H 3.5723 4.4180 -2.9525
Se 0.8576 2.5742 3.7361
C 0.2061 1.4519 2.3367
N 0.9278 1.9494 1.4376
*
```

Results
E_HOMO (alpha / beta) in Ha: -0.2472 / -0.2476
Frontier orbital gap (alpha / beta) in eV: 5.0 / 5.0

=====

2.
Density functional theory data (ωB97M-V with the def2-TZVPD basis set) for a 2-piece molecular cluster, C4H3NO2 overall.

ORCA input file:
```
! RIJCOSX wB97M-V def2-TZVPD def2/J DEFGRID3
* xyz 0 1
N 1.7713 2.7123 1.1706
C 1.9239 1.6742 0.6812
C 2.4206 0.4400 0.3027
C 1.9844 -0.8979 0.1527
C 3.3532 -0.6100 -0.1324
O 4.4501 -0.9354 -0.4725
H 1.1868 -1.6073 0.3159
O -0.7564 0.1948 -1.0151
H -1.6158 -0.0495 -1.3453
H -0.4844 0.9944 -1.5400
*
```

Results
E_HOMO in Ha: -0.3724
ΔE to the lowest compared entry with this formula, charge and spin in kJ/mol: 339.5
Frontier orbital gap in eV: 9.3

=====

3.
Density functional theory data (ωB97M-V with the def2-TZVPD basis set) for a 2-piece molecular cluster, C3H12N4O2 overall.

ORCA input file:
```
! RIJCOSX wB97M-V def2-TZVPD def2/J DEFGRID3
* xyz 0 1
N 1.3204 -0.3936 -1.2689
C 1.8733 -0.5912 -0.0303
N 2.5176 -1.8036 0.1705
N 2.0215 0.2816 0.9002
O 1.2911 1.4892 0.7126
H 0.5994 0.3191 -1.3542
H 1.1785 -1.2349 -1.8052
H 2.8373 -2.2679 -0.6666
H 3.1513 -1.7874 0.9559
H 1.7452 2.1109 1.2964
C -1.7591 -0.1581 1.3560
C -2.1636 -0.3371 -0.0943
O -2.1909 0.9146 -0.8648
N -0.9375 1.4824 -1.2267
H -0.6845 -0.0746 1.4994
H -2.1395 -1.0319 1.8838
H -2.1501 0.7383 1.8341
H -1.5800 -1.1061 -0.6106
H -3.2155 -0.6268 -0.1514
H -1.1144 2.0110 -2.0771
H -0.6005 2.0659 -0.4587
*
```

Results
E_HOMO in Ha: -0.2974
ΔE to the lowest compared entry with this formula, charge and spin in kJ/mol: 208.9
Frontier orbital gap in eV: 9.0